23
Properties=species:S:1:pos:R:3:forces:R:3:nbo_charge:R:1 method="wB97M-V/def2-TZVPD" lumo_energy_ev=-4.63 de_lowest_kcal_mol=74.4 charge=+1 spin_multiplicity=1 gap_ev=8.1 homo_ev=-12.716
C -1.14101 -1.63705 -1.64155 -1.91 -3.48 -0.30 -0.2947
C -1.24558 -2.48230 -0.56518 -0.38 0.46 1.18 -0.3011
C -0.14010 -0.72666 -1.51308 1.06 1.01 0.57 0.0065
C 0.46318 -0.66738 -0.28929 -1.58 -2.36 0.36 -0.4789
C 0.09081 0.02301 -2.74441 -1.16 1.36 0.22 -0.6411
C 0.60075 1.05654 2.25145 0.08 -2.08 1.97 -0.3469
C 0.02611 1.37156 0.96905 0.32 1.06 -0.73 0.3071
N -1.26178 1.36461 0.73738 0.38 -0.18 0.67 -0.6724
N 2.05479 0.97281 2.22329 -0.06 -1.82 -2.35 -0.8236
S -0.22231 -2.01717 0.75307 0.90 1.41 -1.80 0.3874
H -1.61197 -1.81961 -2.63415 0.03 0.14 1.13 0.2457
H -1.92868 -3.28957 -0.29672 0.07 0.24 -0.65 0.2590
H 0.65319 0.94468 -2.61071 0.13 -0.14 -0.51 0.2264
H 0.40803 -0.65535 -3.48828 1.22 -0.44 -0.93 0.2535
H -0.94916 0.18676 -3.08577 0.56 0.89 -0.13 0.2306
H 0.50422 1.98665 2.79121 -0.93 0.40 0.66 0.2754
H 0.04185 0.17514 2.75004 0.72 1.43 -0.42 0.2103
H 0.85809 1.93993 0.48018 -1.46 -0.49 -1.06 0.2664
H -1.84180 0.93651 1.50605 0.44 0.52 -1.65 0.4362
H -1.59184 1.48010 -0.23316 -0.16 0.12 1.11 0.4457
H 2.41917 0.11051 1.70347 -0.62 1.61 1.48 0.3776
H 1.42372 -0.28364 -0.22110 1.74 0.57 0.67 0.2382
H 2.39035 1.02992 3.15822 0.60 -0.22 0.51 0.3926

143
Properties=species:S:1:pos:R:3:forces:R:3:lowdin_charge:R:1 method="wB97M-V/def2-TZVPD" lumo_energy_ev=-5.10 charge=+1 spin_multiplicity=1 gap_ev=4.8 homo_ev=-9.934
C -3.44011 -0.74542 5.18253 0.46 0.35 0.22 -0.1017
C -3.21115 -2.30280 5.64450 -0.25 1.23 1.04 -0.3391
O -4.54180 -2.81765 6.07039 0.56 1.63 -0.32 -0.1317
C -2.52678 -3.25542 4.46125 -2.08 0.03 0.70 -0.1356
N -2.40265 -2.39824 3.21976 0.73 -1.38 -1.13 -0.1211
C -1.04881 -2.52008 2.55501 0.16 -0.81 -0.57 -0.1630
C -1.25922 -2.17357 0.95175 0.05 -2.70 0.94 -0.1114
O -0.15522 -1.28675 0.56483 -2.33 0.49 3.05 -0.1973
N -0.49974 -0.50516 -0.50909 2.92 1.65 -1.83 0.0207
C -0.07645 0.96023 -0.46006 0.28 0.04 0.14 0.0179
N -0.28431 1.90403 0.55566 0.76 -2.69 -2.88 0.1359
C 0.26039 3.32053 0.54291 1.78 1.95 0.34 -0.0580
C 1.93123 3.30546 0.44367 0.39 0.90 0.98 -0.3037
C 2.44402 4.81605 0.03947 -0.60 -0.13 0.48 -0.0537
O 2.41461 2.98143 1.82679 0.14 1.25 -1.37 -0.1135
B -1.10573 1.58714 1.83130 -1.76 -1.40 3.51 -0.4268
N -2.57149 2.04503 1.94499 2.37 -0.79 -2.63 0.1499
O -0.52359 0.88356 3.01302 -1.84 0.51 -3.87 0.0578
N 0.63183 1.16254 -1.77090 -1.43 1.18 -0.37 0.0798
C 0.16003 2.14400 -2.78774 3.02 2.79 -1.37 -0.1405
F 0.82643 3.47978 -2.51977 -2.23 -3.76 -0.51 0.0157
F 0.66886 1.87425 -4.19090 -1.95 0.08 4.88 0.0513
C -1.41585 2.45302 -2.92619 -2.24 3.54 -0.60 -0.0731
F -1.54141 3.53776 -3.97488 0.54 -3.82 3.41 0.0469
F -2.06376 3.07220 -1.70876 2.52 -2.25 -3.43 0.0264
C -2.42248 1.26799 -3.39503 -4.02 0.23 0.65 -0.0615
F -2.77409 0.28161 -2.30511 1.85 3.23 -3.61 0.0241
F -3.74513 1.96357 -3.65252 4.50 -2.19 0.77 0.0376
C -2.08371 0.50959 -4.80107 -0.88 -2.59 -3.80 -0.1439
F -0.98324 -0.47686 -4.75245 -3.53 3.60 0.28 0.0474
F -3.32237 -0.28190 -5.15427 4.38 2.75 1.40 0.0391
F -1.83462 1.39526 -5.96220 -0.73 -3.01 4.66 0.0679
C 1.37995 -0.06414 -2.21817 -1.64 -3.12 0.45 -0.1943
P 3.17891 -0.36931 -1.60472 5.24 4.11 -2.42 0.7497
O 4.08655 0.78113 -2.20743 -3.55 -3.97 2.35 -0.3510
O 3.36238 -0.31941 0.12628 -2.40 -0.94 -3.08 -0.1665
O 3.70217 -1.86596 -2.33611 -2.62 2.14 0.62 -0.1848
C 0.46421 -1.20952 -1.49522 3.17 -0.58 -0.43 -0.1492
C -0.05654 -2.53116 -2.29721 -1.66 -1.52 0.08 -0.1904
C -1.68189 -2.68205 -2.44843 -0.54 -1.23 0.02 -0.0479
F 0.52918 -2.73583 -3.64678 -0.71 1.17 2.78 -0.0790
H -4.00010 -0.11623 6.01727 1.22 -1.53 -1.45 0.0965
H -2.36420 -0.25268 5.08247 -2.33 -0.84 -0.05 0.0793
H -4.09324 -0.62290 4.20322 1.62 -0.44 1.98 0.0898
H -2.54863 -2.26991 6.62876 -1.08 -0.17 -2.14 0.1458
H -5.08412 -2.02710 6.40698 1.40 -1.76 -0.76 0.1082
H -3.35495 -4.07709 4.22059 1.94 1.51 0.83 0.1443
H -1.52718 -3.77007 4.80328 -1.95 1.20 -0.72 0.1272
H -3.10522 -2.77095 2.51253 1.26 0.64 1.34 0.1221
H -0.65598 -3.63648 2.70386 -0.66 2.36 -0.69 0.1275
H -0.21401 -1.82908 3.00515 -1.73 -1.09 -0.76 0.1215
H -2.33061 -1.79340 0.67717 2.19 -0.18 0.68 0.1432
H -1.07349 -3.20417 0.38036 -0.59 2.20 1.08 0.1286
H -0.21034 4.03007 -0.25620 0.76 -1.82 1.21 0.1378
H 0.05589 3.85723 1.59119 0.21 -1.65 -2.14 0.1796
H 2.34288 2.45048 -0.23815 -0.90 1.79 0.99 0.1303
H 1.77331 5.22786 -0.83472 1.71 -0.78 1.57 0.0895
H 2.26625 5.52259 0.97468 0.24 -1.50 -1.86 0.1071
H 3.59743 4.84588 -0.18452 -2.44 -0.23 0.17 0.1120
H 3.07519 3.67389 2.13412 -1.27 -1.20 -0.84 0.1130
H -3.17561 1.19875 1.84378 0.34 0.92 0.61 0.0891
H -2.81696 2.66975 1.12623 0.16 -0.97 1.19 0.0861
H -1.17269 0.16985 3.28438 0.69 1.22 -0.02 0.0731
H 1.45313 -0.37830 -3.33489 -0.46 1.58 1.65 0.1543
H 2.45883 -0.36478 0.55987 1.36 -0.15 -0.33 0.0704
H 3.33230 -1.96087 -3.28414 0.77 0.39 2.04 0.1161
H 1.28238 -1.69386 -0.76936 -2.15 0.81 -1.44 0.1277
H 0.29075 -3.48056 -1.66036 -0.51 2.23 -1.51 0.1527
H -1.91745 -3.84572 -2.31899 0.55 2.58 -0.32 0.1147
H -2.11805 -2.38764 -3.49269 1.21 -0.35 1.96 0.0875
H -2.31447 -2.13972 -1.62732 1.52 -0.87 -1.55 0.0646
C 2.45591 -0.04029 8.89254 -0.31 0.12 -0.09 -0.1102
O 2.20181 0.80618 7.77914 0.51 -0.03 0.21 -0.2020
C 3.37701 1.46532 7.28824 -0.30 0.05 -0.64 -0.1990
C 3.78628 0.89794 5.91932 0.05 -0.28 0.65 -0.2037
N 4.30826 -0.46867 6.03799 -0.23 0.18 -0.29 -0.0504
C 4.45758 -1.15909 4.75064 -0.29 -0.19 0.42 -0.1845
C 3.17841 -1.40574 3.92492 0.44 -0.31 -0.13 -0.2180
O 2.27003 -2.33355 4.51853 -0.09 0.48 -0.22 -0.1930
C 1.39834 -1.76584 5.48828 -0.01 -0.42 -0.04 -0.0936
H 1.49404 -0.34354 9.31498 0.09 0.10 -0.13 0.0909
H 2.99134 -0.94037 8.58423 0.17 -0.08 0.15 0.0733
H 3.02172 0.48530 9.66794 0.03 -0.09 -0.05 0.0904
H 4.20364 1.42841 8.00647 -0.10 -0.21 -0.06 0.1229
H 3.10674 2.51850 7.15563 0.05 -0.07 0.00 0.1190
H 4.55909 1.53937 5.48000 -0.04 -0.07 0.03 0.1219
H 2.90535 0.92909 5.27139 -0.11 0.25 -0.05 0.0958
H 3.68088 -1.01347 6.62272 0.18 0.14 -0.09 0.0664
H 4.90140 -2.13561 4.97738 -0.07 0.08 -0.16 0.1217
H 5.18423 -0.61688 4.13899 -0.09 0.07 -0.04 0.1186
H 3.49169 -1.86490 2.97973 0.01 -0.06 0.08 0.1088
H 2.66619 -0.47818 3.64702 -0.11 0.09 0.22 0.1028
H 1.13202 -0.72978 5.25808 0.14 0.02 0.06 0.0871
H 1.84612 -1.84082 6.48012 -0.14 0.24 0.09 0.0753
H 0.47956 -2.36075 5.50354 0.08 0.00 -0.06 0.0725
C -3.57027 4.16165 -6.46091 0.02 -0.04 -0.51 -0.1225
O -4.15588 4.62688 -7.66977 -0.15 -0.03 0.66 -0.1895
C -5.32440 5.43149 -7.46069 0.06 0.41 -0.66 -0.1976
C -5.04117 6.90166 -7.80960 0.22 -0.39 0.54 -0.2034
N -4.14216 7.52318 -6.82997 -0.12 -0.05 -0.27 -0.0592
C -3.61976 8.82926 -7.25124 0.38 -0.36 0.08 -0.1940
C -2.74166 8.86725 -8.51870 0.11 0.43 0.32 -0.2158
O -1.48183 8.21083 -8.37616 -0.53 -0.13 -0.22 -0.1813
C -1.52356 6.80465 -8.58470 0.44 0.26 0.04 -0.0989
H -2.81620 3.41187 -6.71552 -0.16 0.19 -0.10 0.0724
H -3.07465 4.97595 -5.92878 -0.02 0.02 0.24 0.0704
H -4.31791 3.69178 -5.81448 0.01 0.06 0.06 0.0827
H -5.72508 5.32498 -6.44647 0.23 0.05 0.01 0.1197
H -6.08520 5.05549 -8.15325 0.05 0.05 0.06 0.1205
H -5.98682 7.45576 -7.82957 0.09 -0.04 0.01 0.1232
H -4.60796 6.92591 -8.81387 -0.16 -0.10 -0.16 0.0993
H -3.35540 6.90268 -6.66175 -0.19 0.14 -0.07 0.0623
H -3.01494 9.20038 -6.41550 -0.04 0.06 -0.17 0.1172
H -4.45545 9.52489 -7.36896 -0.02 -0.05 -0.10 0.1157
H -2.50427 9.92023 -8.71163 0.03 -0.13 0.06 0.1209
H -3.26885 8.51501 -9.41198 0.02 -0.20 0.07 0.1091
H -2.27108 6.51251 -9.32848 -0.04 0.03 0.14 0.0899
H -1.69760 6.29313 -7.63711 -0.16 -0.24 -0.06 0.0644
H -0.53939 6.48905 -8.94543 -0.11 0.13 0.01 0.0897
C 2.68882 -9.34976 0.54168 -0.18 -0.09 0.32 -0.1100
O 2.77307 -8.62348 1.76077 0.41 0.05 -0.40 -0.1991
C 3.96425 -7.83220 1.86809 -0.33 0.41 0.46 -0.1961
C 3.63213 -6.33441 1.76970 0.05 -0.49 -0.41 -0.1976
N 3.21807 -5.96360 0.41131 -0.18 0.23 0.26 -0.0442
C 2.63056 -4.62113 0.31734 -0.26 -0.57 -0.08 -0.1850
C 1.32816 -4.35984 1.10120 0.31 0.19 -0.34 -0.2286
O 0.19762 -5.08192 0.61248 0.30 0.29 0.26 -0.2228
C 0.09195 -6.41269 1.10281 -0.42 -0.17 -0.22 -0.0737
H 1.86298 -10.06134 0.62680 0.10 0.14 0.09 0.0922
H 2.47829 -8.68244 -0.29632 0.11 -0.04 -0.22 0.0715
H 3.60859 -9.91147 0.35159 -0.04 0.07 -0.07 0.0908
H 4.72563 -8.12792 1.13776 -0.21 0.05 -0.09 0.1231
H 4.37484 -8.02729 2.86468 -0.01 0.05 -0.09 0.1225
H 4.51759 -5.75021 2.04599 -0.08 -0.03 -0.04 0.1243
H 2.84113 -6.12248 2.49511 0.07 -0.05 0.25 0.0999
H 2.53381 -6.63669 0.07804 0.20 0.11 0.06 0.0673
H 2.41924 -4.45383 -0.74537 0.00 0.11 0.04 0.1090
H 3.38290 -3.88294 0.60922 0.00 0.01 0.11 0.1163
H 1.08092 -3.30014 0.96608 0.07 -0.08 0.01 0.0850
H 1.44641 -4.50002 2.18116 0.03 -0.16 -0.04 0.1123
H 0.47395 -6.51582 2.12299 0.11 0.04 -0.15 0.0972
H 0.60105 -7.10002 0.42585 0.08 -0.14 0.22 0.0742
H -0.96774 -6.68722 1.10409 0.12 0.13 0.00 0.0944

15
Properties=species:S:1:pos:R:3:forces:R:3:nbo_charge:R:1 method="wB97M-V/def2-TZVPD" lumo_energy_ev=0.52 de_lowest_kcal_mol=138.2 spin_multiplicity=1 gap_ev=8.8 homo_ev=-8.251
C 1.87694 -0.54998 0.67666 1.24 1.28 -1.14 0.4528
C -1.78506 -1.34233 0.43614 1.64 -0.90 0.40 -0.4113
C 2.37397 -0.38384 -0.69927 1.79 1.63 -0.49 -0.7278
C -1.62489 1.57028 -0.13065 0.45 -3.17 -2.46 -0.7433
O -2.83155 -0.55139 1.14149 -0.90 -0.27 2.11 -0.6597
O 1.53598 0.38688 1.33071 -0.80 0.25 1.15 -0.5301
S -2.60115 -0.02808 -0.30579 -0.25 2.99 -2.17 0.9747
H 2.09731 -1.53743 0.98317 -0.46 -1.58 1.51 0.1011
H -2.33755 -2.19463 0.02683 -0.06 -0.27 -0.19 0.1365
H 3.53038 -0.20990 -0.59366 -1.87 -0.91 -0.22 0.2419
H 2.06733 0.62467 -1.06762 -0.25 -1.09 -0.28 0.2300
H 2.13119 -1.28607 -1.26481 0.24 0.47 -0.50 0.2274
H -1.13800 1.66311 -1.13607 0.19 -0.20 1.05 0.2264
H -1.00019 1.49536 0.71375 1.00 -0.10 0.76 0.2617
H -2.29471 2.34335 -0.11088 -1.94 1.85 0.48 0.2198

74
Properties=species:S:1:pos:R:3:forces:R:3:lowdin_charge:R:1 method="wB97M-V/def2-TZVPD" s_squared=0.78 lumo_energy_ev="-5.50 / -5.77" de_lowest_kcal_mol=0.0 charge=+1 spin_multiplicity=2 gap_ev="6.2 / 5.9" homo_ev="-11.743 / -11.668"
Tc 0.62609 0.20730 -0.33908 -0.47 -0.10 -2.34 1.2236
C 4.61159 -3.02538 -0.42659 -0.02 0.03 -0.02 -0.0627
C 4.38950 -1.77579 0.41744 0.01 0.00 -0.02 -0.3969
C 5.49952 -1.62238 1.46376 0.00 -0.01 -0.01 -0.0472
C 3.04048 -1.73139 1.09853 -0.03 -0.04 -0.06 -0.2237
C 2.54748 -0.49683 1.56103 -0.03 0.02 -0.03 -0.1440
C 1.36017 -0.41593 2.28360 -0.05 -0.06 0.15 -0.1119
C 0.62238 -1.57326 2.58918 -0.02 0.05 -0.01 -0.2937
C -0.58935 -1.48858 3.46929 0.01 0.01 0.00 -0.0356
C 1.09438 -2.77698 2.10369 0.03 -0.02 -0.02 -0.0223
C 2.28228 -2.85522 1.37033 0.01 0.01 0.04 -0.0206
H 5.56498 -2.95221 -0.94928 0.00 0.00 0.00 0.0878
H 3.82661 -3.14441 -1.17712 0.01 0.00 0.00 0.0643
H 4.64874 -3.92771 0.18699 0.00 -0.01 0.00 0.0847
H 4.43285 -0.90932 -0.24906 0.02 -0.02 0.04 0.0814
H 5.48623 -2.46245 2.16096 0.00 0.00 0.00 0.0913
H 5.38565 -0.70378 2.04047 0.00 0.00 0.01 0.0795
H 6.47565 -1.59694 0.97891 0.00 0.00 0.00 0.0853
H 3.15584 0.39006 1.44058 0.01 0.01 -0.01 0.0944
H 1.07354 0.52330 2.74536 -0.02 0.02 -0.04 0.1173
H -1.21716 -0.63719 3.20566 0.00 0.00 0.01 0.0723
H -0.28575 -1.35026 4.50888 -0.01 -0.02 0.01 0.0964
H -1.19021 -2.39479 3.41482 -0.01 0.00 -0.01 0.0893
H 0.54725 -3.68622 2.32588 0.01 0.00 -0.01 0.1235
H 2.62600 -3.82641 1.04076 -0.01 0.00 0.00 0.1084
O 0.34967 2.91354 1.05582 0.15 -0.25 -0.17 0.1996
C 0.46231 1.94079 0.49363 -0.26 0.56 0.31 -0.2649
O -3.21847 -1.17507 1.03514 0.12 0.06 0.01 0.1672
C -2.17004 -0.74912 0.74756 -0.14 0.00 -0.05 -0.4277
N -1.09030 -0.31326 0.45415 0.36 -0.03 0.13 -0.0435
C 2.04202 -1.99960 -5.87287 -0.01 -0.02 0.01 -0.0249
C 1.47624 -1.94499 -4.48222 0.00 -0.08 0.07 -0.2251
C 1.54576 -3.05030 -3.63677 -0.05 -0.02 0.21 0.0276
C 0.99728 -3.03692 -2.35390 0.27 -0.16 -0.36 -0.2423
C 0.97217 -4.28845 -1.52726 0.02 -0.03 0.00 -0.0264
C 0.40653 -1.86541 -1.90742 -0.16 0.32 -0.01 -0.0502
C 0.33864 -0.71726 -2.73869 0.05 -0.67 -0.23 -0.3136
C 0.86318 -0.78314 -4.03532 0.06 0.07 0.27 0.0244
N -0.11258 0.43562 -2.11494 0.43 0.23 1.87 -0.0691
C -0.81641 1.52310 -2.82196 -0.04 0.09 -0.02 -0.4038
C -1.88787 0.89513 -3.73501 0.04 -0.04 -0.01 -0.0655
C -2.65376 1.99785 -4.46810 -0.01 0.00 0.00 -0.2765
C -1.66848 2.84000 -5.28360 0.00 0.00 -0.01 -0.1048
C -0.65175 3.50281 -4.34949 0.02 0.03 0.01 -0.2727
C -1.38675 4.38452 -3.33822 0.00 -0.03 0.00 -0.1080
C -2.34047 3.51122 -2.51938 0.00 0.02 0.01 -0.2720
C -3.37660 2.87352 -3.44460 0.02 -0.01 0.00 -0.1083
C -1.52224 2.42768 -1.80355 -0.08 -0.03 -0.06 -0.0997
C 0.15702 2.42460 -3.61437 0.00 0.00 0.05 -0.0681
H 2.60546 -2.91583 -6.03547 0.00 0.00 0.00 0.0833
H 2.70313 -1.15284 -6.05691 0.00 0.01 0.00 0.0916
H 1.24045 -1.95984 -6.61213 0.00 0.00 0.00 0.0949
H 2.00747 -3.96117 -4.00061 -0.01 -0.01 0.00 0.1328
H 0.50962 -5.10230 -2.08657 0.00 0.00 0.01 0.0964
H 0.41412 -4.14635 -0.60405 0.00 0.00 0.02 0.0744
H 1.98527 -4.60384 -1.27239 -0.01 0.00 0.00 0.0773
H -0.17197 -1.92401 -0.98599 -0.11 0.04 -0.04 0.0866
H 0.83631 0.06945 -4.69304 -0.03 -0.01 0.03 0.1082
H -2.56970 0.30568 -3.11350 0.00 -0.02 -0.02 0.1373
H -1.43647 0.21488 -4.45818 0.01 0.03 0.01 0.1158
H -3.37832 1.52844 -5.13670 0.00 0.00 0.01 0.1469
H -2.20942 3.60610 -5.84363 0.00 0.01 0.00 0.1272
H -1.15427 2.21074 -6.01709 0.00 0.00 0.00 0.1244
H 0.04531 4.10684 -4.93410 -0.01 0.02 0.01 0.1469
H -1.94671 5.16412 -3.85953 0.00 0.00 0.00 0.1275
H -0.67012 4.88478 -2.68064 0.01 0.00 0.00 0.1249
H -2.83979 4.11480 -1.75881 -0.01 0.02 -0.01 0.1471
H -3.95032 3.65237 -3.95201 0.00 0.01 0.00 0.1274
H -4.08547 2.27240 -2.86822 0.00 0.00 0.00 0.1255
H -2.15818 1.83023 -1.14467 0.00 -0.01 -0.01 0.1229
H -0.77400 2.93974 -1.20124 0.02 0.00 0.05 0.0841
H 0.85639 2.88004 -2.90722 0.02 0.01 -0.02 0.1190
H 0.75471 1.86628 -4.33123 -0.04 0.01 0.01 0.1042
Cl 2.68540 0.85168 -1.20362 -0.10 0.03 0.23 0.1810